Record 1
The following is a quantum chemistry calculation of 2 unconnected molecules or ions with the total composition C3H4N2O2 at a distorted geometry, from the Open Molecules 2025 dataset.

Properties
Energy relative to the best compared isomer or geometry (same formula, charge and spin) (kJ/mol): 350.43
Orbital gap (eV): 9.20

Last column: natural (NBO) charge in e.
Atoms and positions in Å:
1 O 1.522 1.092 1.208  -0.521
2 O -1.070 -0.736 -0.854  -0.713
3 N -2.389 1.022 1.550  -0.290
4 N 1.594 -0.146 -0.798  -0.844
5 C -1.594 0.321 1.137  0.204
6 C -0.685 -0.481 0.506  -0.131
7 C 1.144 0.432 0.310  0.740
8 H 2.201 0.239 -1.455  0.405
9 H -1.363 0.094 -1.327  0.494
10 H 0.821 -0.642 -1.318  0.427
11 H -0.180 -1.195 1.039  0.232



Record 2
The following is a quantum chemistry calculation of 3 unconnected molecules or ions with the total composition CH2ClFO2S2 at a distorted geometry, from the Open Molecules 2025 dataset.

Properties
Energy relative to the best compared isomer or geometry (same formula, charge and spin) (kJ/mol): 0.00
Orbital gap (eV): 8.43

Last column: natural (NBO) charge in e.
Atoms and positions in Å:
1 Cl -0.346 3.360 4.561  -0.277
2 S 0.106 0.354 1.006  1.069
3 S 1.152 1.909 0.732  -0.242
4 F -0.684 -2.645 -3.867  -0.387
5 O 0.627 -2.612 -2.033  -0.480
6 O -0.694 0.315 2.209  -0.826
7 C 0.427 -2.181 -3.089  0.734
8 H -1.489 2.903 4.133  0.276
9 H 0.901 -1.403 -3.653  0.132